Molecular formula: C3H3AuCl2CoNO3
Method: DFT, the ωB97M-V functional and the def2-TZVPD basis

Properties
E in Ha: -2833.2539
<S²>: 12.0359
Energy relative to the best compared isomer or geometry (same formula, charge and spin) in kcal per mole: 60.3
Spin multiplicity: 7
Orbital gap (spin up / spin down) in eV: 10.04 / 6.05
Charge: +4
Highest occupied orbital energy (spin up / spin down) in eV: -26.6 / -28.0

Atoms and positions in Å:
Co  0.264  0.208  -5.946
Au  0.097  -0.526  -2.839
Cl  -0.610  1.610  -4.469
Cl  1.663  -0.777  -4.535
C  -1.008  -0.526  -1.288
C  -0.541  1.170  -7.183
C  0.741  -0.998  -7.145
O  -1.744  -0.532  -0.396
O  -1.000  1.983  -7.873
O  1.106  -1.886  -7.791
N  1.217  1.021  1.848
H  1.589  1.802  2.386
H  0.203  1.044  1.959
H  1.396  1.233  0.867



Molecular formula: C18H54AlF3N10O7P3S2
Method: DFT, the ωB97M-V functional and the def2-TZVPD basis

Properties
E in Ha: -4154.5947
Energy relative to the best compared isomer or geometry (same formula, charge and spin) in kcal per mole: 0.0
Orbital gap in eV: 2.37
Charge: +1
Highest occupied orbital energy in eV: -10.7

Atoms and positions in Å:
Al  18.205  8.145  9.033
N  16.602  9.212  11.113
S  16.159  8.656  12.450
O  14.856  8.030  12.495
O  16.648  9.254  13.665
F  17.159  7.370  12.254
S  16.105  10.793  11.397
O  17.118  11.551  12.088
O  14.719  10.905  11.745
F  16.234  11.308  9.892
F  19.705  5.845  9.105
O  20.610  8.839  7.699
P  22.035  9.102  7.413
N  22.611  10.690  7.370
C  23.264  11.330  8.532
C  22.032  11.651  6.432
N  22.371  8.625  5.851
C  21.440  7.766  5.130
C  23.543  8.993  5.050
N  23.132  8.154  8.276
C  24.585  8.246  7.977
C  22.679  6.963  8.978
H  23.498  10.551  9.261
H  22.621  12.012  9.092
H  24.222  11.777  8.271
H  21.612  11.057  5.622
H  22.736  12.434  6.153
H  21.245  12.178  6.979
H  21.628  6.714  5.383
H  20.415  7.962  5.433
H  21.660  7.849  4.068
H  24.037  9.900  5.402
H  24.358  8.267  5.093
H  23.265  9.213  4.020
H  25.106  8.136  8.925
H  24.839  7.547  7.180
H  24.852  9.222  7.573
H  22.530  6.108  8.317
H  21.710  7.204  9.422
H  23.294  6.712  9.843
O  20.153  8.571  11.139
P  20.630  8.186  12.497
N  19.820  6.761  13.010
C  19.007  6.740  14.190
C  19.827  5.580  12.153
N  20.479  9.356  13.696
C  21.137  9.203  14.999
C  19.519  10.460  13.618
N  22.258  7.833  12.524
C  22.865  6.805  13.408
C  23.187  8.736  11.840
H  19.458  6.854  15.185
H  18.494  5.784  14.266
H  18.256  7.540  14.234
H  19.332  4.725  12.605
H  20.814  5.267  11.811
H  19.257  5.889  11.263
H  20.815  9.981  15.687
H  20.859  8.269  15.492
H  22.218  9.239  14.862
H  20.007  11.412  13.388
H  18.835  10.285  12.790
H  18.992  10.627  14.556
H  22.937  7.146  14.441
H  22.389  5.834  13.287
H  23.904  6.595  13.146
H  22.759  9.351  11.052
H  24.011  8.182  11.387
H  23.654  9.384  12.588
O  17.364  6.649  6.682
P  16.773  5.640  5.754
N  17.093  4.020  6.145
C  16.277  2.867  5.735
C  18.454  3.644  6.485
N  17.359  5.810  4.177
C  16.945  4.960  3.072
C  18.413  6.733  3.788
N  15.082  5.702  5.611
C  14.323  5.778  6.866
C  14.436  6.613  4.678
H  16.865  2.246  5.055
H  15.504  3.177  5.028
H  15.752  2.341  6.530
H  18.534  2.714  7.043
H  18.918  4.473  7.025
H  19.046  3.540  5.567
H  16.100  4.354  3.407
H  16.437  5.553  2.306
H  17.811  4.370  2.775
H  19.349  6.220  3.557
H  18.041  7.241  2.894
H  18.510  7.451  4.601
H  14.672  5.052  7.606
H  14.528  6.728  7.370
H  13.254  5.598  6.780
H  14.864  6.637  3.675
H  14.579  7.663  4.975
H  13.350  6.597  4.600